Record 1
C56H40BaN3O2PS2 as an isolated structure in a non-equilibrium geometry. Source: the OMol25 dataset; level of theory: ωB97M-V/def2-TZVPD.

Computed properties:
Kohn-Sham gap: 6.399 eV
HOMO: -6.9 eV
energy above the lowest of the compared OMol25 structures with the same formula, charge and spin: 75.6 kcal/mol

Element x y z (Å)
Ba1 0.80 2.91 -1.18
C1 1.62 2.00 7.65
C2 1.49 2.08 6.16
C3 2.31 1.32 5.33
C4 2.21 1.41 3.95
C5 1.27 2.26 3.39
C6 0.44 3.03 4.20
C7 0.56 2.95 5.57
S1 1.07 2.19 1.60
O1 1.15 3.57 1.04
C8 -0.70 1.88 1.70
C9 -1.61 2.92 1.42
C10 -2.95 2.64 1.38
C11 -3.42 1.33 1.59
C12 -4.80 1.02 1.51
C13 -5.25 -0.25 1.73
C14 -4.34 -1.28 2.03
C15 -3.00 -1.02 2.12
C16 -2.50 0.29 1.89
C17 -1.11 0.59 1.93
C18 -0.07 -0.43 2.23
C19 0.02 -0.95 3.56
C20 -0.87 -0.54 4.59
C21 -0.77 -1.05 5.85
C22 0.24 -1.97 6.17
C23 1.13 -2.38 5.21
C24 1.04 -1.88 3.89
C25 1.96 -2.28 2.89
C26 1.88 -1.76 1.64
C27 0.87 -0.83 1.30
S2 0.96 -0.28 -0.43
O2 -0.05 0.81 -0.62
C28 0.21 -1.85 -1.11
C29 -0.86 -2.37 -0.22
C30 -0.87 -3.63 0.18
C31 0.17 -4.60 -0.22
C32 0.02 -6.00 0.29
C33 1.18 -4.21 -1.00
C34 1.36 -2.81 -1.49
H1 1.99 1.02 7.96
H2 0.68 2.20 8.15
H3 2.35 2.75 7.99
H4 3.03 0.64 5.77
H5 2.86 0.82 3.33
H6 -0.29 3.69 3.75
H7 -0.08 3.55 6.20
H8 -1.23 3.92 1.25
H9 -3.66 3.43 1.17
H10 -5.50 1.82 1.28
H11 -6.30 -0.47 1.67
H12 -4.70 -2.28 2.21
H13 -2.30 -1.81 2.36
H14 -1.65 0.17 4.36
H15 -1.47 -0.73 6.62
H16 0.32 -2.36 7.18
H17 1.92 -3.08 5.45
H18 2.74 -2.98 3.14
H19 2.60 -2.04 0.88
H20 -1.65 -1.67 0.03
H21 -1.67 -4.00 0.82
H22 0.24 -6.04 1.35
H23 0.69 -6.68 -0.23
H24 -1.01 -6.35 0.15
H25 1.95 -4.92 -1.30
H26 2.36 -2.47 -1.20
C35 1.10 -2.53 -3.00
C36 -0.19 -1.75 -2.61
C37 -0.36 -0.38 -3.20
C38 0.65 0.25 -3.79
C39 1.96 -0.42 -3.97
C40 2.16 -1.69 -3.64
P1 0.54 1.96 -4.42
C41 0.47 1.60 -6.22
C42 0.77 2.65 -7.08
C43 0.74 2.48 -8.46
C44 0.42 1.24 -8.99
C45 0.11 0.18 -8.14
C46 0.14 0.36 -6.77
C47 -1.18 2.42 -3.99
C48 -2.27 2.02 -4.77
C49 -3.56 2.38 -4.40
C50 -3.75 3.13 -3.25
C51 -2.65 3.51 -2.48
C52 -1.33 3.18 -2.82
H27 0.93 -3.44 -3.58
H28 -1.10 -2.33 -2.77
H29 -1.32 0.10 -3.07
H30 2.75 0.16 -4.43
H31 3.11 -2.18 -3.82
H32 1.03 3.62 -6.66
H33 0.98 3.31 -9.11
H34 0.40 1.10 -10.06
H35 -0.15 -0.78 -8.55
H36 -0.10 -0.47 -6.11
H37 -2.12 1.44 -5.67
H38 -4.41 2.07 -5.00
H39 -4.75 3.41 -2.95
H40 -2.85 4.11 -1.58
N1 3.02 1.86 -1.56
C53 3.67 1.06 -1.02
C54 4.43 0.08 -0.40
C55 4.81 0.22 0.95
N2 5.11 0.33 2.06
C56 4.77 -1.11 -1.08
N3 5.01 -2.11 -1.61

***

Record 2
C56H40N4P2PdSe2 as an isolated structure in a non-equilibrium geometry. Source: the OMol25 dataset; level of theory: ωB97M-V/def2-TZVPD.

Computed properties:
⟨S²⟩: 6.078
multiplicity: 5
Kohn-Sham gap (spin up / spin down): 2.862 / 3.121 eV
HOMO (spin up / spin down): -3.9 / -7.3 eV

Element x y z (Å)
Pd1 0.24 -16.07 18.04
C1 1.86 -17.87 21.54
C2 3.03 -17.15 21.66
C3 3.45 -16.33 20.61
C4 2.64 -16.03 19.55
C5 1.47 -16.74 19.52
C6 1.02 -17.63 20.44
C7 2.94 -15.09 18.52
C8 4.29 -14.72 18.28
C9 4.53 -13.80 17.25
C10 3.45 -13.43 16.33
C11 3.68 -12.61 15.10
C12 2.66 -12.22 14.34
C13 1.28 -12.53 14.71
C14 1.08 -13.40 15.77
C15 2.18 -13.90 16.58
N1 1.94 -14.64 17.70
H1 1.39 -18.53 22.18
H2 3.63 -17.39 22.52
H3 4.40 -15.81 20.81
H4 0.01 -18.06 20.35
H5 4.83 -15.00 19.11
H6 5.49 -13.42 17.03
H7 4.74 -12.30 14.98
H8 3.02 -11.37 13.76
H9 0.53 -12.19 14.02
H10 0.08 -13.73 15.90
Se1 -5.80 -14.66 13.94
P1 -3.81 -15.32 13.67
C16 -2.94 -14.28 12.60
C17 -2.04 -13.37 13.15
C18 -1.65 -12.22 12.38
C19 -2.11 -12.08 11.09
C20 -3.03 -12.95 10.55
C21 -3.47 -14.02 11.30
C22 -3.94 -16.98 13.08
C23 -4.52 -17.88 13.97
C24 -4.90 -19.13 13.58
C25 -4.66 -19.52 12.25
C26 -4.07 -18.66 11.32
C27 -3.66 -17.39 11.79
C28 -2.76 -15.42 15.10
C29 -1.63 -16.03 15.50
N2 -1.21 -15.44 16.66
N3 -2.12 -14.46 16.95
N4 -3.00 -14.42 16.08
P2 -0.46 -17.23 14.78
Se2 1.36 -17.37 15.98
C30 0.08 -16.61 13.19
C31 -0.47 -17.13 12.04
C32 0.05 -16.73 10.81
C33 1.14 -15.89 10.74
C34 1.60 -15.26 11.87
C35 1.12 -15.68 13.10
C36 -1.15 -18.80 14.40
C37 -0.47 -19.64 13.54
C38 -0.81 -20.96 13.41
C39 -1.79 -21.52 14.28
C40 -2.48 -20.66 15.15
C41 -2.20 -19.33 15.19
H11 -1.55 -13.56 14.14
H12 -0.95 -11.44 12.73
H13 -1.89 -11.16 10.54
H14 -3.42 -12.77 9.57
H15 -4.18 -14.75 10.90
H16 -4.57 -17.60 15.01
H17 -5.31 -19.92 14.23
H18 -4.88 -20.55 12.03
H19 -3.82 -19.04 10.33
H20 -3.06 -16.73 11.17
H21 -1.36 -17.75 12.11
H22 -0.30 -17.05 9.84
H23 1.51 -15.60 9.76
H24 2.41 -14.57 11.88
H25 1.52 -15.27 14.03
H26 0.36 -19.31 12.91
H27 -0.29 -21.47 12.61
H28 -2.00 -22.59 14.24
H29 -3.18 -21.03 15.87
H30 -2.70 -18.65 15.87
C42 -1.08 -17.50 18.56
C43 -2.13 -18.14 18.66
C44 -3.28 -18.93 18.58
C45 -3.18 -20.26 19.22
C46 -4.24 -20.85 19.89
C47 -4.02 -22.11 20.46
C48 -2.76 -22.71 20.48
C49 -1.70 -22.07 19.94
C50 -1.93 -20.90 19.21
C51 -4.49 -18.39 18.05
C52 -5.61 -19.14 17.63
C53 -6.68 -18.62 16.93
C54 -6.65 -17.29 16.53
C55 -5.59 -16.48 16.98
C56 -4.61 -17.02 17.81
H31 -5.24 -20.32 19.98
H32 -4.86 -22.51 20.89
H33 -2.57 -23.65 20.99
H34 -0.68 -22.41 19.94
H35 -1.10 -20.42 18.69
H36 -5.57 -20.22 17.65
H37 -7.49 -19.26 16.53
H38 -7.30 -16.94 15.72
H39 -5.43 -15.40 16.71
H40 -3.85 -16.35 18.17

***

Record 3
C56H43Cl2FGeO2P3Ru as an isolated structure in a non-equilibrium geometry. Source: the OMol25 dataset; level of theory: ωB97M-V/def2-TZVPD.

Computed properties:
⟨S²⟩: 6.037
multiplicity: 5
Kohn-Sham gap (spin up / spin down): 6.699 / 3.211 eV
HOMO (spin up / spin down): -15.6 / -15.7 eV
net charge: +3

Element x y z (Å)
Ru1 0.20 0.45 0.53
F1 3.21 3.26 2.91
Ge1 2.21 2.19 1.91
C1 3.45 0.66 2.00
C2 4.43 0.72 2.99
C3 5.34 -0.32 3.11
C4 5.27 -1.42 2.28
C5 4.30 -1.50 1.29
C6 3.41 -0.44 1.13
P1 2.32 -0.34 -0.30
C7 2.31 -1.93 -1.16
C8 3.48 -2.35 -1.80
C9 3.51 -3.57 -2.45
C10 2.37 -4.37 -2.47
C11 1.22 -3.97 -1.83
C12 1.18 -2.74 -1.17
C13 3.33 0.68 -1.45
C14 4.44 1.40 -1.05
C15 5.24 2.05 -2.00
C16 4.94 1.96 -3.37
C17 3.85 1.21 -3.77
C18 3.05 0.57 -2.82
C19 0.61 2.32 3.07
C20 0.42 3.61 3.57
C21 -0.69 3.90 4.34
C22 -1.66 2.93 4.57
C23 -1.49 1.65 4.09
C24 -0.33 1.30 3.38
P2 -0.07 -0.39 2.78
C25 1.19 -1.22 3.78
C26 1.44 -2.56 3.41
C27 2.11 -3.40 4.28
C28 2.54 -2.91 5.51
C29 2.33 -1.57 5.86
C30 1.65 -0.72 4.99
C31 -1.46 -1.42 3.32
C32 -2.27 -2.13 2.44
C33 -3.35 -2.86 2.92
C34 -3.61 -2.88 4.28
C35 -2.78 -2.21 5.17
C36 -1.69 -1.49 4.70
C37 2.26 3.39 0.32
C38 3.34 4.28 0.32
C39 3.53 5.20 -0.74
C40 2.65 5.22 -1.81
C41 1.57 4.36 -1.81
C42 1.37 3.43 -0.75
P3 -0.16 2.45 -0.71
C43 -0.74 2.14 -2.39
C44 0.12 2.05 -3.49
C45 -0.39 1.82 -4.75
C46 -1.77 1.68 -4.93
C47 -2.62 1.78 -3.84
C48 -2.12 1.99 -2.57
C49 -1.38 3.62 -0.07
C50 -1.92 3.52 1.21
C51 -2.82 4.47 1.66
C52 -3.19 5.53 0.84
C53 -2.66 5.63 -0.44
C54 -1.76 4.68 -0.90
H1 4.48 1.58 3.64
H2 6.11 -0.26 3.88
H3 5.98 -2.24 2.39
H4 4.26 -2.36 0.63
H5 4.37 -1.73 -1.78
H6 4.42 -3.89 -2.94
H7 2.40 -5.32 -3.00
H8 0.34 -4.59 -1.85
H9 0.27 -2.43 -0.68
H10 4.73 1.44 -0.01
H11 6.12 2.59 -1.68
H12 5.57 2.44 -4.10
H13 3.63 1.10 -4.83
H14 2.23 -0.06 -3.14
H15 1.15 4.38 3.36
H16 -0.81 4.90 4.74
H17 -2.54 3.17 5.14
H18 -2.25 0.91 4.27
H19 1.06 -2.94 2.46
H20 2.28 -4.44 4.02
H21 3.04 -3.57 6.21
H22 2.67 -1.20 6.82
H23 1.46 0.31 5.28
H24 -2.03 -2.15 1.39
H25 -3.98 -3.41 2.24
H26 -4.46 -3.44 4.65
H27 -2.97 -2.26 6.24
H28 -1.04 -0.99 5.40
H29 4.02 4.28 1.16
H30 4.37 5.89 -0.71
H31 2.78 5.92 -2.62
H32 0.85 4.40 -2.62
H33 1.17 2.22 -3.36
H34 0.27 1.78 -5.61
H35 -2.17 1.50 -5.92
H36 -3.69 1.71 -3.99
H37 -2.80 2.07 -1.73
H38 -1.67 2.68 1.85
H39 -3.25 4.38 2.65
H40 -3.89 6.27 1.19
H41 -2.96 6.44 -1.09
H42 -1.37 4.77 -1.91
Cl1 -3.85 -1.13 -2.04
C55 -3.61 -0.87 -0.31
Cl2 -4.78 0.26 0.37
C56 -2.18 -0.41 -0.04
O1 -1.21 -1.07 -0.51
O2 -1.95 0.59 0.71
H43 -3.76 -1.83 0.16

***

Record 4
C56H44N4O4OsTe as an isolated structure in a non-equilibrium geometry. Source: the OMol25 dataset; level of theory: ωB97M-V/def2-TZVPD.

Computed properties:
⟨S²⟩: 6.161
multiplicity: 5
Kohn-Sham gap (spin up / spin down): 4.822 / 4.707 eV
HOMO (spin up / spin down): -11.3 / -12.2 eV
net charge: +2

Element x y z (Å)
Os1 0.83 0.31 -0.74
C1 6.66 6.55 4.36
O1 6.98 5.52 3.43
C2 5.97 4.82 2.88
C3 6.33 3.85 1.95
C4 5.37 3.09 1.33
C5 4.01 3.26 1.64
C6 3.66 4.23 2.58
C7 4.63 5.01 3.19
C8 2.99 2.43 0.96
C9 3.00 2.42 -0.45
C10 3.70 3.37 -1.24
C11 3.42 3.10 -2.55
C12 2.57 1.97 -2.58
N1 2.30 1.58 -1.28
C13 2.13 1.33 -3.75
C14 1.25 0.21 -3.78
C15 0.88 -0.48 -4.98
C16 -0.08 -1.37 -4.66
C17 -0.30 -1.30 -3.25
C18 -1.24 -1.95 -2.42
C19 -2.51 -2.52 -2.80
C20 -3.53 -2.61 -1.82
C21 -4.77 -3.10 -2.12
C22 -5.05 -3.59 -3.40
O2 -6.27 -4.06 -3.61
C23 -6.59 -4.60 -4.89
C24 -4.04 -3.57 -4.37
C25 -2.81 -3.04 -4.07
C26 -0.85 -1.90 -1.02
N2 -1.55 -1.34 -0.01
C27 -0.66 -1.20 1.00
C28 -0.84 -0.31 2.13
C29 -2.02 -0.30 2.92
C30 -2.37 0.80 3.73
C31 -3.52 0.80 4.48
C32 -4.38 -0.31 4.44
O3 -5.50 -0.40 5.12
C33 -5.84 0.63 6.05
C34 -4.07 -1.40 3.61
C35 -2.92 -1.40 2.87
C36 0.25 0.57 2.30
C37 0.79 1.09 3.50
C38 1.92 1.77 3.16
C39 2.04 1.73 1.74
N3 1.04 0.97 1.22
C40 0.59 -1.79 0.69
C41 0.47 -2.24 -0.62
N4 0.57 -0.31 -2.73
C42 2.62 1.84 -5.05
C43 1.72 2.23 -6.05
C44 2.17 2.72 -7.26
C45 3.54 2.83 -7.51
O4 3.89 3.31 -8.71
C46 5.28 3.43 -9.00
C47 4.45 2.44 -6.52
C48 3.99 1.96 -5.31
H1 7.60 7.02 4.62
H2 6.19 6.14 5.26
H3 6.00 7.29 3.91
H4 7.39 3.70 1.73
H5 5.66 2.33 0.61
H6 2.62 4.41 2.81
H7 4.32 5.77 3.91
H8 4.30 4.17 -0.85
H9 3.74 3.67 -3.41
H10 1.33 -0.32 -5.95
H11 -0.53 -2.06 -5.34
H12 -3.34 -2.25 -0.82
H13 -5.56 -3.14 -1.38
H14 -7.62 -4.93 -4.83
H15 -5.95 -5.44 -5.13
H16 -6.50 -3.83 -5.66
H17 -4.21 -3.99 -5.36
H18 -2.05 -3.10 -4.83
H19 -1.74 1.68 3.74
H20 -3.77 1.67 5.08
H21 -6.73 0.30 6.56
H22 -6.05 1.57 5.52
H23 -5.04 0.78 6.77
H24 -4.74 -2.25 3.60
H25 -2.67 -2.26 2.27
H26 0.42 0.87 4.49
H27 2.63 2.24 3.83
H28 1.41 -1.96 1.38
H29 1.17 -2.84 -1.18
H30 0.65 2.16 -5.87
H31 1.48 3.04 -8.03
H32 5.33 3.83 -10.01
H33 5.77 2.46 -8.96
H34 5.76 4.12 -8.31
H35 5.52 2.50 -6.70
H36 4.70 1.64 -4.56
C49 -2.73 2.13 0.55
Te1 -1.81 1.40 -1.24
C50 -1.59 3.51 -1.62
C51 -2.82 4.10 -0.97
C52 -3.39 5.29 -1.40
C53 -4.52 5.79 -0.77
C54 -5.09 5.10 0.29
C55 -4.53 3.91 0.72
C56 -3.39 3.41 0.10
H37 -1.94 2.31 1.28
H38 -3.42 1.39 0.95
H39 -1.55 3.70 -2.69
H40 -0.67 3.85 -1.16
H41 -2.96 5.82 -2.24
H42 -4.97 6.72 -1.12
H43 -5.98 5.48 0.77
H44 -4.98 3.36 1.55